No. 1
{
  "formula": "C23H43N6O4",
  "method": "ωB97M-V with the def2-TZVPD basis set",
  "elements": ["C", "C", "C", "C", "C", "C", "C", "C", "N", "C", "O", "C", "N", "O", "N", "O", "C", "N", "C", "C", "C", "C", "N", "C", "C", "O", "H", "H", "H", "H", "H", "H", "H", "H", "H", "H", "H", "H", "H", "H", "H", "H", "H", "H", "H", "H", "H", "H", "H", "H", "H", "H", "H", "H", "C", "C", "N", "C", "C", "C", "C", "H", "H", "H", "H", "H", "H", "H", "H", "H", "H", "H", "H", "H", "H", "H"],
  "positions_angstrom": [[2.570, 4.280, 2.831], [1.924, 3.200, 2.410], [1.102, 1.933, 1.757], [2.137, 0.710, 1.848], [3.388, 0.844, 0.789], [1.491, -0.773, 1.807], [2.499, -1.720, 2.696], [-0.206, 1.774, 2.738], [-0.980, 3.055, 2.884], [-1.299, 3.769, 1.601], [-2.651, 3.378, 1.244], [-3.192, 4.166, 0.190], [-3.326, 4.970, -0.735], [-1.336, 5.215, 1.911], [-2.207, 5.472, 2.924], [-2.562, 6.606, 2.816], [-0.200, 3.606, 0.428], [0.621, 2.377, 0.459], [0.417, 1.417, -0.629], [-1.136, 0.937, -0.901], [-1.451, -0.558, -0.368], [-2.494, -0.673, 0.853], [-3.494, 0.435, 0.966], [-4.240, 0.425, 2.239], [-3.602, 0.334, 3.713], [-5.529, 0.507, 2.164], [3.151, 5.284, 2.834], [2.652, 0.797, 2.895], [3.119, 1.491, -0.124], [3.818, -0.191, 0.509], [4.241, 1.413, 1.342], [0.417, -0.850, 2.207], [1.610, -1.158, 0.716], [2.562, -1.345, 3.800], [3.569, -1.711, 2.232], [2.104, -2.809, 2.677], [-0.872, 0.880, 2.471], [0.244, 1.539, 3.790], [-0.500, 3.626, 3.604], [-1.907, 2.789, 3.307], [-0.650, 3.670, -0.648], [0.484, 4.553, 0.499], [0.737, 1.957, -1.618], [1.023, 0.444, -0.619], [-1.913, 1.732, -0.614], [-1.212, 0.857, -2.066], [-0.501, -1.159, -0.063], [-1.910, -1.170, -1.250], [-3.117, -1.645, 0.658], [-1.949, -0.890, 1.864], [-4.189, 0.436, 0.201], [-3.626, 1.323, 4.309], [-2.524, -0.063, 3.757], [-4.258, -0.415, 4.309], [0.852, -4.463, -5.891], [1.387, -3.369, -4.972], [0.448, -2.946, -3.931], [0.886, -1.748, -3.216], [2.160, -1.849, -2.377], [-0.095, -4.007, -3.084], [0.897, -4.852, -2.287], [-0.067, -4.141, -6.387], [1.594, -4.681, -6.665], [0.662, -5.395, -5.355], [1.620, -2.504, -5.602], [2.338, -3.707, -4.542], [0.071, -1.391, -2.575], [1.032, -0.948, -3.952], [1.982, -2.375, -1.436], [2.510, -0.845, -2.113], [2.974, -2.347, -2.907], [-0.688, -4.679, -3.713], [-0.829, -3.578, -2.391], [1.783, -5.122, -2.867], [0.418, -5.784, -1.972], [1.220, -4.341, -1.379]],
  "forces_ev_per_a": [[-3.3, -5.2, -3.4], [3.0, 5.6, 1.7], [0.1, 2.1, 1.7], [0.5, -0.7, 0.3], [0.2, 0.8, 0.9], [1.9, -0.4, 0.0], [-0.4, 0.0, -0.2], [2.5, -2.4, 1.2], [-1.3, -1.4, 0.2], [0.2, 2.7, -1.5], [-0.6, 1.7, -1.8], [1.6, 3.1, -2.9], [0.5, -5.2, 5.8], [1.5, -2.6, -1.9], [-1.8, 3.0, 0.4], [0.5, -2.2, 0.9], [1.0, 0.7, -0.8], [0.0, -0.3, 0.5], [-1.4, -0.4, -2.6], [0.9, -0.6, -1.2], [-0.6, -0.4, -0.2], [-0.1, -1.9, -0.3], [-0.1, -0.7, 2.8], [-4.6, 0.4, -1.0], [0.3, -0.6, 0.0], [5.8, -0.1, 0.5], [-1.3, -2.4, 0.4], [-1.3, 0.0, -1.8], [0.4, -1.3, 1.3], [-1.0, 1.7, 0.3], [-1.5, -1.0, -1.0], [1.6, 0.1, -0.7], [-0.7, 0.6, 1.9], [-0.1, -0.7, -2.0], [-2.0, 0.0, 0.9], [0.8, 1.8, 0.1], [0.8, 1.8, 0.0], [-1.1, 0.5, -1.7], [0.0, 0.3, -0.9], [0.7, 0.4, -0.3], [0.2, -0.1, 2.3], [-1.2, -1.7, 0.2], [-0.5, -0.9, 1.8], [-0.6, 1.8, 0.6], [1.1, -1.4, -0.1], [0.1, 0.2, 2.1], [-1.5, 1.3, -0.6], [0.8, 1.2, 1.6], [1.3, 1.5, 0.4], [-1.0, 0.8, -1.8], [0.5, -0.1, 0.7], [-0.2, -1.3, -1.3], [-1.6, 0.6, -0.2], [1.1, 1.4, -1.1], [0.0, 0.1, 0.1], [-0.1, -0.1, 0.0], [-0.2, 0.3, 0.2], [-0.1, 0.0, -0.3], [0.1, 0.2, 0.3], [-0.1, -0.2, -0.3], [0.0, -0.2, 0.3], [0.0, -0.1, 0.1], [-0.1, 0.0, 0.1], [0.0, 0.0, 0.0], [-0.1, 0.1, 0.2], [0.1, 0.0, 0.0], [0.0, -0.2, -0.1], [0.0, -0.2, -0.1], [0.1, -0.1, -0.1], [0.0, 0.0, -0.1], [-0.1, 0.0, 0.0], [0.1, 0.1, -0.1], [0.1, 0.2, -0.1], [-0.1, 0.0, 0.0], [0.0, 0.1, 0.0], [0.1, -0.1, -0.1]],
  "homo_energy_ev": -10.1367,
  "largest_force_ev_per_a": 7.81,
  "orbital_gap_ev": 6.317,
  "total_charge": 1,
  "e_lumo_ev": -3.82
}

No. 2
{
  "formula": "C23H44CuNO5P2",
  "method": "ωB97M-V with the def2-TZVPD basis set",
  "elements": ["Cu", "O", "C", "O", "C", "C", "C", "C", "C", "O", "C", "C", "O", "O", "H", "H", "H", "H", "H", "H", "H", "H", "C", "P", "C", "C", "H", "H", "H", "H", "H", "H", "H", "H", "H", "C", "C", "C", "C", "P", "N", "C", "C", "C", "C", "C", "C", "C", "C", "H", "H", "H", "H", "H", "H", "H", "H", "H", "H", "H", "H", "H", "H", "H", "H", "H", "H", "H", "H", "H", "H", "H", "H", "H", "H", "H"],
  "positions_angstrom": [[-0.703, 0.353, 1.018], [-3.828, 2.276, 2.673], [-2.764, 1.670, 2.622], [-1.896, 1.757, 1.668], [-2.356, 0.812, 3.827], [-0.903, 1.141, 4.212], [-0.594, 0.675, 5.638], [-0.558, -0.865, 5.451], [-0.788, -0.992, 3.937], [-0.153, 0.198, 3.426], [-2.277, -0.743, 3.624], [-2.677, -1.343, 2.264], [-3.643, -2.099, 2.250], [-1.933, -1.094, 1.236], [-3.045, 1.061, 4.629], [-0.598, 2.155, 3.972], [0.378, 1.057, 5.955], [-1.345, 1.012, 6.353], [0.406, -1.285, 5.742], [-1.336, -1.382, 6.012], [-0.357, -1.872, 3.466], [-2.916, -1.254, 4.337], [2.771, 1.274, 2.255], [2.346, -0.493, 1.957], [3.706, -0.875, 0.767], [3.143, -1.217, 3.467], [3.841, 1.407, 2.434], [2.207, 1.649, 3.112], [2.475, 1.854, 1.375], [4.697, -0.701, 1.199], [3.582, -0.243, -0.113], [3.629, -1.917, 0.447], [4.188, -0.908, 3.566], [3.103, -2.307, 3.408], [2.592, -0.902, 4.358], [1.312, 0.875, -4.514], [1.500, 0.531, -3.033], [2.224, 1.692, -2.328], [2.442, -0.682, -2.935], [-0.070, 0.105, -2.011], [0.341, 0.190, -0.514], [-0.617, -1.656, -2.468], [-0.543, -2.019, -3.954], [-2.065, -1.845, -1.987], [0.235, -2.635, -1.636], [-1.468, 1.295, -2.551], [-2.631, 1.225, -1.539], [-2.044, 1.106, -3.957], [-0.885, 2.716, -2.422], [2.301, 0.967, -4.981], [0.804, 1.829, -4.653], [0.762, 0.105, -5.056], [3.275, 1.704, -2.641], [2.176, 1.555, -1.246], [1.797, 2.664, -2.572], [3.447, -0.379, -3.251], [2.133, -1.504, -3.578], [2.499, -1.040, -1.909], [-1.096, -1.319, -4.581], [-0.993, -3.009, -4.091], [0.481, -2.074, -4.323], [-2.778, -1.330, -2.630], [-2.200, -1.515, -0.955], [-2.305, -2.912, -2.026], [1.236, -2.776, -2.042], [-0.260, -3.612, -1.621], [0.321, -2.277, -0.609], [-3.322, 0.411, -1.743], [-3.197, 2.160, -1.587], [-2.290, 1.127, -0.512], [-2.588, 0.165, -4.050], [-1.293, 1.148, -4.743], [-2.763, 1.913, -4.142], [-0.350, 2.831, -1.477], [-1.704, 3.441, -2.432], [-0.216, 2.965, -3.245]],
  "forces_ev_per_a": [[0.0, 0.1, -0.6], [0.2, -0.1, -0.1], [0.0, 0.1, -0.2], [-0.1, 0.0, 0.3], [0.1, 0.0, -0.1], [-0.1, -0.2, 0.1], [0.0, -0.1, 0.0], [0.0, 0.1, 0.0], [-0.1, 0.1, 0.1], [0.1, 0.0, 0.1], [0.2, 0.1, -0.2], [0.0, 0.0, -0.2], [0.1, 0.1, -0.1], [-0.3, -0.2, 0.5], [-0.1, 0.0, 0.1], [0.1, 0.0, -0.1], [0.0, 0.0, 0.0], [0.0, 0.0, 0.0], [0.0, 0.0, 0.0], [0.0, 0.0, 0.0], [0.0, 0.0, -0.1], [0.0, 0.0, 0.1], [-0.1, 0.0, -0.1], [0.2, -0.2, 0.1], [-0.1, 0.0, 0.0], [0.0, 0.1, 0.0], [0.0, 0.0, 0.0], [0.0, 0.0, -0.1], [0.0, 0.0, 0.1], [0.0, 0.0, 0.0], [0.0, 0.0, 0.0], [0.0, 0.0, 0.0], [0.0, 0.0, 0.0], [0.0, 0.0, 0.0], [0.0, 0.0, 0.0], [0.1, 0.0, 0.0], [-0.1, -0.1, 0.1], [0.0, 0.0, 0.0], [0.0, 0.1, 0.0], [0.0, 0.0, -0.2], [0.0, 0.3, 0.3], [0.1, 0.0, 0.2], [0.0, -0.1, 0.0], [0.0, 0.0, 0.0], [0.0, 0.0, 0.0], [0.1, 0.1, 0.2], [0.1, -0.1, -0.1], [0.0, 0.0, 0.0], [0.0, -0.1, 0.0], [0.0, 0.0, 0.0], [0.0, 0.0, 0.0], [0.0, 0.0, 0.0], [-0.1, 0.0, 0.0], [0.0, 0.0, 0.0], [0.0, 0.0, 0.0], [0.0, 0.0, 0.0], [0.0, 0.0, 0.1], [0.1, 0.0, 0.0], [0.0, 0.0, 0.0], [0.0, 0.0, 0.0], [-0.1, 0.0, 0.0], [0.0, 0.0, 0.0], [0.0, -0.1, 0.0], [0.0, 0.0, 0.0], [0.0, 0.0, 0.0], [0.0, 0.0, 0.0], [0.0, 0.0, 0.0], [0.0, 0.0, 0.0], [0.0, 0.0, 0.0], [-0.1, 0.1, 0.0], [0.0, 0.1, 0.0], [0.0, 0.0, 0.0], [0.0, 0.0, 0.0], [0.0, 0.0, 0.0], [0.0, 0.0, 0.0], [0.0, 0.0, 0.0]],
  "homo_energy_ev": [-5.0312, -4.9643],
  "largest_force_ev_per_a": 0.64,
  "multiplicity": 2,
  "orbital_gap_ev": [7.703, 7.635],
  "total_charge": -1,
  "e_lumo_ev": [2.67, 2.67]
}

No. 3
{
  "formula": "C23H44FN2O4",
  "method": "ωB97M-V with the def2-TZVPD basis set",
  "elements": ["C", "C", "C", "C", "O", "O", "C", "F", "C", "C", "N", "C", "C", "C", "O", "N", "C", "O", "H", "H", "H", "H", "H", "H", "H", "H", "H", "H", "H", "H", "H", "H", "H", "H", "C", "C", "C", "C", "C", "C", "H", "H", "H", "H", "H", "H", "H", "H", "H", "H", "H", "H", "H", "H", "C", "C", "C", "C", "C", "C", "H", "H", "H", "H", "H", "H", "H", "H", "H", "H", "H", "H", "H", "H"],
  "positions_angstrom": [[-0.081, -6.724, 1.621], [-0.264, -6.088, 0.478], [-0.301, -4.555, 0.360], [-0.435, -4.265, -1.177], [0.095, -3.226, -1.650], [-1.081, -5.056, -1.846], [1.011, -4.050, 0.966], [2.074, -4.624, 0.305], [1.170, -2.544, 1.060], [2.668, -2.226, 1.351], [-1.489, -4.087, 1.126], [-2.020, -2.836, 0.578], [-2.900, -2.059, 1.600], [-4.339, -1.877, 1.084], [-4.963, -3.095, 0.735], [-2.583, -5.043, 1.002], [-3.063, -5.360, 2.073], [-3.553, -5.778, 3.065], [-0.302, -7.784, 1.655], [0.255, -6.218, 2.518], [-0.354, -6.699, -0.406], [1.066, -4.434, 1.990], [0.602, -2.106, 1.883], [0.920, -2.020, 0.143], [3.187, -2.248, 0.392], [2.778, -1.216, 1.745], [3.112, -2.990, 1.987], [-2.652, -3.017, -0.296], [-1.238, -2.159, 0.245], [-2.453, -1.092, 1.838], [-2.977, -2.614, 2.542], [-4.270, -1.281, 0.172], [-4.961, -1.379, 1.834], [-5.367, -3.499, 1.504], [0.832, 1.121, -5.405], [1.663, 1.801, -4.321], [2.648, 0.859, -3.632], [2.010, -0.313, -2.882], [1.011, 0.080, -1.800], [1.627, 0.904, -0.672], [0.204, 0.331, -4.994], [0.175, 1.845, -5.893], [1.476, 0.683, -6.171], [0.998, 2.262, -3.585], [2.228, 2.621, -4.777], [3.267, 1.442, -2.941], [3.337, 0.456, -4.382], [2.807, -0.909, -2.428], [1.512, -0.976, -3.592], [0.591, -0.837, -1.380], [0.169, 0.628, -2.238], [2.448, 0.361, -0.197], [0.876, 1.115, 0.094], [2.011, 1.862, -1.033], [-0.451, 4.369, -0.651], [-0.877, 4.333, 0.813], [-1.104, 5.718, 1.415], [0.130, 6.621, 1.448], [1.331, 6.050, 2.201], [1.057, 5.802, 3.681], [0.509, 4.873, -0.780], [-0.344, 3.354, -1.038], [-1.196, 4.885, -1.261], [-0.135, 3.780, 1.396], [-1.809, 3.766, 0.890], [-1.497, 5.602, 2.430], [-1.889, 6.228, 0.847], [-0.152, 7.577, 1.903], [0.437, 6.857, 0.425], [2.160, 6.757, 2.113], [1.669, 5.123, 1.730], [0.749, 6.724, 4.180], [1.956, 5.437, 4.179], [0.275, 5.056, 3.828]],
  "forces_ev_per_a": [[0.1, -0.2, 0.2], [0.4, 0.2, 0.4], [0.3, -2.1, -1.1], [0.6, 1.5, -1.0], [0.4, 0.5, 0.9], [-1.1, -1.5, -0.2], [-1.3, 0.8, 1.0], [0.2, 0.0, -0.5], [1.6, 0.7, 0.3], [-0.6, 0.0, -0.7], [0.5, 0.9, -0.4], [-0.9, 1.1, 0.4], [-0.4, -0.8, 0.0], [0.6, 0.2, 0.3], [-0.1, -0.1, -0.5], [0.0, 0.2, 0.6], [-0.3, -0.9, 1.0], [0.3, 0.6, -1.2], [0.5, -0.1, 0.2], [-0.5, -0.1, 0.3], [-0.7, 0.4, -0.3], [0.0, 0.0, 0.1], [-0.4, -0.4, 0.0], [-0.3, -0.3, -0.1], [0.2, -0.1, 0.1], [0.1, -0.1, 0.3], [0.1, 0.2, 0.2], [0.2, -0.3, -0.1], [0.4, -0.5, 0.0], [-0.1, 0.1, 0.0], [0.3, 0.0, 0.0], [-0.4, 0.1, 0.0], [0.2, 0.4, -0.1], [0.1, 0.0, 0.2], [-0.1, 0.1, 0.1], [0.1, 0.0, -0.1], [0.0, 0.0, 0.1], [0.0, 0.0, -0.1], [0.0, 0.0, 0.2], [-0.1, 0.1, -0.1], [0.0, 0.0, 0.0], [0.0, 0.0, 0.0], [0.0, 0.0, 0.0], [0.0, 0.0, 0.0], [0.0, 0.0, 0.0], [0.0, 0.0, 0.0], [0.0, 0.0, 0.0], [0.0, 0.0, 0.0], [0.0, 0.0, 0.1], [-0.1, 0.0, -0.2], [0.0, 0.0, 0.0], [0.0, 0.0, 0.0], [0.1, 0.0, 0.0], [0.0, 0.0, 0.1], [0.0, -0.1, 0.1], [-0.1, 0.0, -0.1], [0.0, 0.0, 0.1], [0.0, 0.0, -0.1], [0.0, 0.1, 0.1], [0.1, -0.1, -0.1], [0.0, 0.0, 0.0], [0.0, 0.0, -0.1], [0.0, 0.0, 0.0], [0.0, 0.0, 0.0], [0.0, 0.0, 0.0], [0.0, 0.0, 0.0], [0.0, 0.0, 0.0], [0.0, 0.0, 0.0], [0.0, 0.0, 0.0], [0.0, 0.0, 0.0], [0.0, 0.0, 0.0], [0.0, 0.0, 0.0], [0.0, 0.0, 0.0], [0.0, 0.0, 0.0]],
  "homo_energy_ev": -4.6223,
  "largest_force_ev_per_a": 2.36,
  "orbital_gap_ev": 7.047,
  "total_charge": -1,
  "e_lumo_ev": 2.42
}